# 1
This record from OMol25 describes C19H20FeN8O3S2 as an isolated structure. The level of theory is ωB97M-V with the def2-TZVPD basis set.

```
53
Properties=species:S:1:pos:R:3:forces:R:3
Fe 1.19041 -0.40446 -0.41518 0.16 -0.34 -0.29
C 1.93605 -3.75819 -4.55780 -0.01 -0.01 -0.10
S 1.24904 -4.42805 -3.03962 -0.01 0.10 0.04
C 1.54918 -3.14589 -1.87420 0.17 -0.16 -0.12
S 2.36600 -1.70831 -2.28552 -0.16 0.09 0.14
N 1.13555 -3.50428 -0.67389 -0.08 -0.10 0.15
N 1.28854 -2.50243 0.21572 -0.03 0.18 0.23
C 1.46816 -2.75715 1.45437 -0.04 -0.04 -0.11
C 1.65159 -1.60891 2.34291 0.07 0.18 0.03
C 1.84883 -1.74286 3.71210 -0.01 0.05 -0.08
C 2.06165 -0.60166 4.46798 0.00 0.02 0.00
C 2.08077 0.63470 3.84079 0.01 -0.02 0.03
C 1.88165 0.68462 2.46863 -0.03 0.07 0.02
N 1.66612 -0.40545 1.74200 0.01 0.01 0.05
H 1.73983 -4.51368 -5.31850 0.00 0.00 0.01
H 3.00799 -3.59811 -4.47407 0.00 0.00 0.04
H 1.45041 -2.82678 -4.83600 -0.01 -0.01 0.02
H 1.53724 -3.76890 1.84566 -0.02 -0.04 -0.08
H 1.83923 -2.72342 4.16834 0.00 -0.02 -0.02
H 2.21887 -0.68042 5.53597 0.00 0.02 0.00
H 2.25934 1.54666 4.39285 0.00 0.00 0.01
H 1.88837 1.61928 1.91780 -0.01 -0.01 -0.01
O 1.77253 1.55643 -0.62678 0.12 -0.14 0.14
N 1.12648 2.23100 -1.49823 -0.02 0.30 -0.07
N 0.15673 1.59973 -2.01290 0.09 -0.22 0.23
O -0.12893 0.36259 -1.68980 -0.14 0.15 -0.20
C -0.65969 2.25151 -2.98152 -0.10 0.08 -0.10
C -1.35618 1.46533 -3.88583 0.04 0.03 0.08
C -2.15130 2.08589 -4.83609 -0.01 0.01 -0.01
C -2.24687 3.46944 -4.87524 -0.02 -0.01 -0.03
C -1.54844 4.23843 -3.95514 0.02 0.01 0.03
C -0.75281 3.63550 -2.99444 -0.02 -0.02 -0.07
H -1.26611 0.39102 -3.82303 -0.01 0.00 -0.01
H -2.69835 1.48308 -5.54895 0.00 0.00 0.00
H -2.87106 3.94956 -5.61742 0.00 0.00 0.00
H -1.63096 5.31707 -3.97604 0.00 0.01 0.00
H -0.21382 4.21665 -2.26189 0.00 0.00 0.01
C -1.34470 2.45900 3.40336 -0.02 0.04 0.00
N -1.48233 1.12151 2.85025 -0.09 0.01 0.03
C -1.77621 0.06075 3.63144 0.00 -0.01 -0.02
C -1.88904 -1.18364 3.12115 -0.02 0.03 0.00
C -1.64962 -1.31070 1.71514 -0.07 -0.02 -0.02
N -1.30022 -0.29800 0.95316 -0.03 -0.18 0.00
C -1.25001 0.96739 1.46218 0.22 0.03 0.00
O -0.97516 1.95693 0.81104 0.01 0.00 0.05
N -1.79423 -2.51479 1.12428 0.04 0.00 0.00
H -1.82570 2.49309 4.37879 0.02 -0.02 0.01
H -1.81326 3.17324 2.73244 0.00 0.00 0.01
H -0.29193 2.72780 3.50317 -0.01 0.01 -0.02
H -1.92559 0.27423 4.68184 0.00 -0.02 0.01
H -2.14964 -2.02762 3.74033 -0.01 0.00 0.01
H -1.88157 -3.34646 1.67862 0.00 0.00 -0.01
H -1.49685 -2.61222 0.16578 0.01 -0.01 0.00
```
Positions in Å, forces in eV/Å.

Results
E = -3459.85657 a.u.
Orbital gap (alpha / beta) = 0.2619 / 0.2582 Eh
Max |F| = 0.009 Eh/bohr
2S+1 = 5
LUMO level (alpha / beta) = -0.56 / -0.69 eV

***

# 2
This record from OMol25 describes a 11-piece molecular cluster, C4H30NO12 overall. The level of theory is ωB97M-V with the def2-TZVPD basis set.

```
47
Properties=species:S:1:pos:R:3:forces:R:3
C -0.11258 1.44774 -0.49310 -2.02 2.00 1.77
C 1.40046 1.58791 -0.50177 -0.11 1.33 -1.14
C 1.87401 2.66631 0.41888 2.10 1.30 -1.21
C 1.58483 2.24353 1.77485 -2.48 2.17 3.86
O 1.56281 3.32428 2.55628 1.42 2.44 -1.02
O 1.11217 1.26772 2.30299 0.46 -2.24 -1.09
N -0.34932 0.11789 -0.96778 -1.88 -4.51 4.48
H -0.53185 1.57152 0.60503 1.22 -0.88 -1.82
H -0.91233 2.11594 -0.96471 2.12 -0.39 -0.32
H 1.92460 1.63527 -1.45289 -0.65 0.48 -0.57
H 1.67469 0.62416 -0.19742 0.80 -1.18 1.03
H 1.40500 3.68142 0.18086 0.37 -1.47 0.62
H 3.01169 2.91050 0.43526 -1.82 -0.77 -0.44
H 1.35019 3.21665 3.47373 -0.25 -0.90 0.71
H -1.36623 -0.12770 -0.87425 1.11 0.41 -1.49
H 0.16795 -0.22690 -1.77381 -0.42 0.64 -0.99
H -0.12851 -0.73408 -0.19980 -0.03 2.55 -1.62
H 1.65385 -0.37956 -3.49712 -1.37 0.27 -0.23
H 0.18224 -0.38344 -3.89005 -5.79 -4.79 -5.61
O 0.74686 -0.00528 -3.39271 7.73 5.14 5.21
H -3.72093 -1.58423 0.73806 -0.49 -0.15 0.64
H -4.27115 -0.44789 1.52958 -0.32 1.53 0.15
O -4.24797 -1.38474 1.54171 0.83 -1.35 -0.79
H -1.35894 3.01714 -3.67309 0.88 4.75 -3.40
H -0.96524 1.65276 -3.45295 1.10 -1.13 -0.33
O -1.52589 2.33602 -3.14383 -1.94 -3.47 3.56
H -0.96384 -0.90875 3.88392 -0.48 0.02 -0.01
H -2.43733 -1.04740 3.45470 -4.21 -0.09 1.77
O -1.59261 -1.04249 3.16460 4.64 -0.02 -2.02
H -0.85795 -4.81372 -0.02502 -4.59 -3.65 -5.24
H 0.71437 -4.59853 0.36701 -0.90 -0.63 -0.88
O -0.24052 -4.49932 0.47635 5.42 4.29 6.10
H -1.03351 -1.93168 -2.27783 1.66 -0.06 -0.15
H -0.36439 -2.99262 -2.99222 0.05 -2.34 -1.17
O -0.10993 -2.20685 -2.57516 -2.11 1.44 1.45
H -2.73157 0.57898 -2.91392 -0.35 0.86 -0.23
H -2.36652 -0.70399 -3.64365 -0.34 -0.58 -1.48
O -2.37044 -0.29239 -2.80479 0.32 -0.40 1.38
H 2.86221 0.15437 1.18256 -4.27 -2.42 -0.41
H 4.27414 -0.12224 1.20344 1.04 -0.81 -0.01
O 3.64054 0.56790 1.26099 4.10 3.26 0.39
H 1.53196 -0.67224 2.13396 0.56 0.05 -1.03
H 1.17636 -1.96310 1.69938 -2.07 -3.19 0.52
O 1.75484 -1.32442 1.41403 0.97 2.77 0.51
H -0.97612 -2.83254 0.49928 -0.48 1.14 -0.87
H -1.60719 -1.68308 1.25727 0.17 0.08 -1.33
O -1.40119 -1.92833 0.29528 0.34 -1.50 2.75
```
Positions in Å, forces in eV/Å.

Results
E = -1127.71683 a.u.
Energy relative to the best compared isomer or geometry (same formula, charge and spin) = 3.203 eV
Orbital gap = 0.3901 Eh
Max |F| = 0.207 Eh/bohr
LUMO level = -2.68 eV
Charge = +1

***

# 3
This record from OMol25 describes one molecule with the formula C6H9N. The level of theory is ωB97M-V with the def2-TZVPD basis set.

```
16
Properties=species:S:1:pos:R:3:forces:R:3
C -2.98320 0.14034 -0.03861 -0.09 0.18 -0.08
C -1.78131 0.82562 0.54922 0.30 0.98 -1.02
C -0.57666 0.92853 0.09158 0.12 -0.47 -0.43
C 0.72404 0.94256 -0.06559 0.11 -0.13 -0.16
C 1.29431 -0.40261 0.10836 0.13 -0.21 0.15
C 2.74261 -0.55955 -0.25772 0.23 -0.10 0.07
N 0.50972 -1.37452 0.38906 0.47 0.00 0.00
H -3.37998 -0.65487 0.60697 0.29 0.29 0.01
H -3.77960 0.87188 -0.17471 -0.07 -0.09 -0.09
H -2.73649 -0.31453 -1.00430 -0.05 0.12 0.20
H -1.66283 1.87746 0.89435 -1.44 -0.26 1.65
H 1.28581 1.79138 -0.43612 -0.07 -0.31 -0.46
H 2.82863 -0.72926 -1.33837 -0.01 0.06 0.18
H 3.32612 0.33058 -0.00933 -0.03 -0.11 0.00
H 3.15527 -1.42630 0.26156 0.09 0.06 -0.09
H 1.03355 -2.24670 0.42365 0.03 -0.01 0.09
```
Positions in Å, forces in eV/Å.

Results
SMILES = [H]/N=C(\C)C=C=CC
E = -288.65035 a.u.
Energy relative to the best compared isomer or geometry (same formula, charge and spin) = 3.584 eV
Orbital gap = 0.3286 Eh
Max |F| = 0.043 Eh/bohr
LUMO level = 0.80 eV

***

# 4
This record from OMol25 describes a 2-piece molecular cluster, C7H14N2O2 overall. The level of theory is ωB97M-V with the def2-TZVPD basis set.

```
25
Properties=species:S:1:pos:R:3:forces:R:3
O 3.22611 -2.26245 2.60083 -0.43 0.09 -0.25
O 0.72459 -1.23367 1.95452 -0.32 -0.15 -0.75
C 3.01746 -3.44399 1.84195 0.36 -0.11 0.04
C -0.00633 -2.37422 2.43589 -0.17 0.18 0.39
C 1.78538 -4.24513 2.25788 0.03 -0.23 0.14
C 0.42729 -3.69327 1.80926 -0.13 -0.10 -0.05
H 2.47778 -1.66329 2.39735 0.35 -0.24 0.12
H 0.51123 -1.12095 1.00469 0.19 -0.03 0.72
H 3.91856 -4.06503 2.00861 -0.41 0.28 -0.14
H 2.96199 -3.21480 0.76035 0.05 -0.06 0.24
H -1.08858 -2.21151 2.26943 0.42 -0.06 0.06
H 0.16799 -2.38632 3.52901 -0.09 -0.01 -0.51
H 1.89145 -5.25933 1.82706 -0.03 0.34 0.23
H 1.79806 -4.34475 3.36032 0.01 -0.03 -0.41
H 0.42151 -3.57680 0.70842 -0.09 -0.11 0.32
H -0.34897 -4.43710 2.07307 0.27 0.27 -0.22
N 0.55830 -0.33513 -2.68296 -0.13 -0.05 -0.80
C 0.10209 -0.37444 -3.92482 0.13 0.01 0.42
C 1.92571 -0.26765 -2.80400 0.35 0.01 -0.27
C 2.29891 -0.26618 -4.13061 0.17 0.01 0.41
N 1.12023 -0.33489 -4.83074 -0.28 -0.02 -0.55
H -0.94494 -0.43123 -4.22250 0.43 0.03 0.14
H 2.57380 -0.22345 -1.92871 -0.26 -0.01 -0.37
H 3.26912 -0.22365 -4.62557 -0.47 -0.02 0.26
H 1.02298 -0.35315 -5.84893 0.06 0.02 0.83
```
Positions in Å, forces in eV/Å.

Results
SMILES = c1c[nH]cn1.OCCCCO
E = -535.09879 a.u.
Energy relative to the best compared isomer or geometry (same formula, charge and spin) = 0.000 eV
Orbital gap = 0.3585 Eh
Max |F| = 0.016 Eh/bohr
LUMO level = 0.72 eV